[1]
ORCA calculation (wB97M-V/def2-TZVPD) on a cluster of 6 separate species, C5H20FN10O5 in total.

Last column: Löwdin charge in e.
Atoms and positions in Å:
F 1.548 0.087 -0.387  -0.975
C 3.921 -3.636 3.009  -0.848
O 4.110 -4.441 3.837  0.069
N 3.982 -3.837 1.735  0.153
N 3.402 -2.437 3.200  0.158
H 3.732 -3.166 1.022  0.117
H 4.469 -4.681 1.469  0.115
H 3.119 -2.260 4.154  0.114
H 3.086 -1.955 2.371  0.108
C 4.495 4.438 3.313  -0.816
O 5.394 4.041 2.613  0.056
N 3.226 4.222 3.086  0.149
N 4.558 5.005 4.464  0.145
H 2.509 4.370 3.782  0.106
H 3.088 3.533 2.360  0.127
H 5.518 5.132 4.750  0.118
H 3.805 5.409 5.003  0.114
C -2.640 -3.222 0.819  -0.800
O -3.796 -3.588 0.628  -0.010
N -1.673 -4.006 0.518  0.168
N -2.361 -2.044 1.344  0.170
H -0.738 -3.652 0.668  0.114
H -1.783 -4.785 -0.115  0.123
H -1.409 -1.747 1.183  0.108
H -3.149 -1.412 1.317  0.116
C -3.859 4.220 -1.571  -0.817
O -4.320 5.314 -1.617  0.061
N -4.393 3.059 -1.768  0.161
N -2.565 4.025 -1.479  0.138
H -3.806 2.268 -1.545  0.110
H -5.367 2.823 -1.898  0.120
H -2.039 4.820 -1.810  0.115
H -2.080 3.145 -1.585  0.111
C -2.650 -1.643 -5.624  -0.828
O -3.755 -1.116 -5.749  0.012
N -1.491 -1.036 -5.484  0.163
N -2.573 -2.848 -5.400  0.168
H -1.579 -0.077 -5.180  0.118
H -0.804 -1.555 -4.957  0.108
H -3.389 -3.444 -5.398  0.136
H -1.740 -3.321 -5.079  0.124

The calculation puts the largest force on an atom at 10.73 eV/Å. Its energy above the lowest of the compared OMol25 structures with the same formula, charge and spin is 6.559 eV. Its HOMO-LUMO gap is 6.70 eV. The calculation puts the lowest unoccupied orbital energy at 2.2 eV. Its total charge is -1.

=====

[2]
ORCA calculation (wB97M-V/def2-TZVPD) on a structure of composition C5H20FO5V.

Last column: Löwdin charge in e.
Atoms and positions in Å:
V -1.171 -0.236 -1.742  1.173
F -0.394 0.217 0.097  -0.448
C -0.857 2.787 -2.083  -0.028
O -0.432 1.510 -2.656  -0.209
H -0.828 2.639 -1.002  0.070
H -0.158 3.559 -2.384  0.114
H -1.903 2.999 -2.301  0.105
H 0.009 1.694 -3.496  0.134
C -2.526 -2.375 0.236  -0.050
O -1.900 -2.187 -1.060  -0.195
H -3.606 -2.356 0.096  0.103
H -2.229 -3.322 0.684  0.109
H -2.218 -1.583 0.911  0.073
H -2.016 -3.000 -1.566  0.125
C 0.317 2.054 2.821  -0.018
O 0.719 2.242 1.492  0.114
H 0.381 1.002 3.157  0.123
H 0.968 2.641 3.464  0.119
H -0.722 2.419 2.893  0.152
H 0.166 1.633 0.943  0.066
C 1.649 -1.371 2.213  -0.120
O 0.263 -1.331 2.343  -0.012
H 2.000 -1.926 1.332  0.101
H 2.125 -0.386 2.047  0.097
H 2.139 -1.753 3.105  0.107
H -0.079 -0.707 1.678  0.039
C 1.917 -0.502 -1.786  -0.059
O 0.700 -1.259 -2.026  -0.189
H 2.621 -0.668 -2.600  0.109
H 1.757 0.569 -1.737  0.080
H 2.319 -0.847 -0.836  0.084
H 0.985 -2.154 -2.241  0.128

The calculation puts the largest force on an atom at 1.89 eV/Å. Its energy above the lowest of the compared OMol25 structures with the same formula, charge and spin is 0.355 eV. The spin multiplicity is 5. As for the expectation value of S²: 6.010. Its HOMO-LUMO gap (alpha / beta) is 9.30 / 4.41 eV. The calculation puts the lowest unoccupied orbital energy (alpha / beta) at -7.1 / -11.9 eV. Its total charge is +2.

=====

[3]
ORCA calculation (wB97M-V/def2-TZVPD) on a cluster of 5 separate species, C5H20N10O5 in total.

Last column: Löwdin charge in e.
Atoms and positions in Å:
N 1.542 -2.317 -4.834  0.177
C 0.736 -2.290 -3.860  -0.828
N -0.461 -2.024 -4.265  0.173
O 0.942 -2.828 -2.800  0.033
H 2.424 -2.721 -4.551  0.133
H 1.396 -2.003 -5.783  0.126
H -1.152 -1.963 -3.531  0.127
H -0.470 -1.535 -5.149  0.114
N -0.052 -0.211 1.304  0.185
C 0.356 -0.308 0.083  -0.825
N 0.580 -1.497 -0.222  0.199
O 0.470 0.609 -0.723  -0.001
H -0.222 0.714 1.673  0.111
H -0.295 -1.067 1.781  0.069
H 0.991 -1.547 -1.143  0.096
H 0.490 -2.273 0.419  0.130
N 2.514 2.640 0.475  0.156
C 3.585 2.328 -0.162  -0.822
N 3.295 2.101 -1.439  0.160
O 4.688 2.347 0.293  0.060
H 1.769 1.961 0.412  0.066
H 2.710 2.911 1.428  0.117
H 2.350 1.978 -1.774  0.095
H 4.150 1.825 -1.901  0.111
N -0.277 -2.355 3.639  0.126
C -0.670 -1.639 4.686  -0.855
N -1.842 -1.289 4.417  0.171
O -0.114 -1.476 5.696  0.118
H -1.057 -2.816 3.192  0.110
H 0.635 -2.776 3.750  0.125
H -2.162 -1.441 3.472  0.115
H -2.395 -0.768 5.082  0.140
N -2.100 2.137 0.501  0.170
C -3.188 2.779 0.389  -0.857
N -4.024 2.389 -0.536  0.172
O -3.500 3.619 1.171  0.059
H -1.796 1.544 -0.258  0.086
H -1.311 2.738 0.691  0.125
H -3.585 1.738 -1.172  0.108
H -4.948 2.786 -0.451  0.126

The calculation puts the largest force on an atom at 8.58 eV/Å. Its energy above the lowest of the compared OMol25 structures with the same formula, charge and spin is 4.612 eV. Its SMILES is NC(N)=O.NC(N)=O.NC(N)=O.NC(N)=O.NC(N)=O. Its HOMO-LUMO gap is 9.28 eV. The calculation puts the lowest unoccupied orbital energy at 0.0 eV.

=====

[4]
ORCA calculation (wB97M-V/def2-TZVPD) on a cluster of 5 separate species, C5H20N10O5 in total.

Last column: Löwdin charge in e.
Atoms and positions in Å:
C -4.634 -7.748 -2.284  -0.717
O -4.789 -8.093 -3.421  0.014
N -3.428 -7.749 -1.642  0.214
N -5.695 -7.293 -1.695  0.190
H -3.262 -7.296 -0.755  0.076
H -2.625 -7.890 -2.238  0.088
H -6.619 -7.467 -2.062  0.115
H -5.423 -6.616 -0.996  0.079
C -7.745 -9.716 -4.638  -0.697
O -8.711 -10.346 -4.888  0.292
N -6.768 -10.275 -4.096  0.387
N -7.475 -8.431 -4.722  0.280
H -5.963 -9.684 -3.945  0.125
H -6.987 -11.132 -3.607  0.189
H -6.568 -7.993 -4.803  0.130
H -8.262 -7.917 -5.092  0.155
C -3.807 -5.228 0.662  -0.802
O -3.065 -6.101 1.181  -0.004
N -3.552 -4.361 -0.234  0.183
N -5.069 -5.226 0.813  0.156
H -4.317 -3.878 -0.683  0.127
H -2.586 -4.165 -0.450  0.138
H -5.387 -5.887 1.507  0.124
H -5.674 -4.584 0.322  0.131
C -8.567 -6.927 2.147  -0.794
O -9.400 -6.106 1.804  0.039
N -7.767 -7.632 1.354  0.138
N -8.361 -7.213 3.374  0.175
H -8.107 -8.002 0.478  0.102
H -6.974 -8.133 1.728  0.099
H -8.841 -6.633 4.048  0.137
H -7.696 -7.943 3.582  0.118
C 0.237 -7.106 -3.341  -0.700
O -0.485 -7.193 -4.345  0.007
N -0.084 -7.308 -2.045  0.151
N 1.560 -7.057 -3.466  0.153
H 0.699 -7.299 -1.407  0.105
H -1.033 -7.074 -1.788  0.075
H 2.010 -7.112 -2.563  0.097
H 2.074 -7.055 -4.335  0.127

The calculation puts the largest force on an atom at 7.02 eV/Å. Its energy above the lowest of the compared OMol25 structures with the same formula, charge and spin is 2.050 eV. The spin multiplicity is 2. As for the expectation value of S²: 0.762. Its HOMO-LUMO gap (alpha / beta) is 8.97 / 2.86 eV. The calculation puts the lowest unoccupied orbital energy (alpha / beta) at -3.0 / -9.1 eV. Its total charge is +1.

=====

Number 1: calculated total energy -1226.24976 hartree. Number 2: calculated total energy -1621.85738 hartree. Number 3: calculated total energy -1126.33175 hartree. Number 4: calculated total energy -1126.01537 hartree.